Record 1
The following is a DFT calculation (ωB97M-V/def2-TZVPD) of 2 unconnected molecules or ions with the total composition C2H9N2O in a non-equilibrium geometry.

Geometry as XYZ:
```
14
Properties=species:S:1:pos:R:3
H 1.683 -0.846 1.482
O -0.018 2.037 1.037
H 1.783 -1.757 -0.056
H -1.960 0.482 -0.815
N 0.057 -0.523 0.198
H 0.695 -2.231 1.230
H 0.472 2.869 0.993
N -1.349 0.071 -1.506
H 0.339 -1.057 -1.792
H -0.894 2.401 1.244
H -0.138 0.291 0.806
C -0.265 -0.537 -1.056
H -1.533 0.169 -2.489
C 1.128 -1.370 0.723
```

## Properties
* HOMO level: -0.5495 Ha
* energy above the lowest of the compared OMol25 structures with the same formula, charge and spin: 18.6 kcal per mole
* net charge: +1
* E_LUMO: -3.382 eV

***

Record 2
The following is a DFT calculation (ωB97M-V/def2-TZVPD) of 2 unconnected molecules or ions with the total composition C2H9N2O in a non-equilibrium geometry.

Geometry as XYZ:
```
14
Properties=species:S:1:pos:R:3
C -0.582 1.427 2.250
C 0.302 0.812 0.014
O -0.359 -2.240 -2.305
H 0.969 -1.051 -0.701
H 1.149 0.212 1.640
H -0.119 1.685 3.196
N 0.366 -0.241 -0.759
H -0.980 2.270 1.689
H -1.267 0.586 2.337
H -0.684 -2.366 -3.217
H -0.313 -0.413 -1.493
H -0.072 -3.136 -2.069
N 0.497 0.917 1.318
H -0.208 1.638 -0.487
```

## Properties
* HOMO level: -0.5498 Ha
* energy above the lowest of the compared OMol25 structures with the same formula, charge and spin: 39.9 kcal per mole
* net charge: +1
* E_LUMO: -4.188 eV

***

Record 3
The following is a DFT calculation (ωB97M-V/def2-TZVPD) of 2 unconnected molecules or ions with the total composition C2H9N2O in a non-equilibrium geometry.

Geometry as XYZ:
```
14
Properties=species:S:1:pos:R:3
C 0.376 -1.468 0.714
N -1.178 -0.190 -0.682
H 0.742 2.922 -1.625
H -1.793 -1.736 0.634
H -0.583 0.633 -0.478
H 2.347 -0.838 0.586
H -2.097 0.193 -0.404
H 0.795 -2.484 0.970
C -0.865 -1.318 0.247
H 1.548 -0.278 1.940
H 0.214 3.362 -0.309
H -1.268 -0.492 -1.660
O 0.162 2.623 -0.914
N 1.418 -0.615 0.973
```

## Properties
* 2S+1: 2
* HOMO level (spin up / spin down): -0.7105 / -0.7098 Ha
* energy above the lowest of the compared OMol25 structures with the same formula, charge and spin: 59.3 kcal per mole
* net charge: +2
* E_LUMO (spin up / spin down): -10.159 / -13.491 eV

***

Record 4
The following is a DFT calculation (ωB97M-V/def2-TZVPD) of 2 unconnected molecules or ions with the total composition C2H9N2O2 in a non-equilibrium geometry.

Geometry as XYZ:
```
15
Properties=species:S:1:pos:R:3
H -2.623 0.574 1.329
C 1.473 0.208 -1.411
H 2.474 -0.598 0.147
N -0.545 0.703 0.936
O 0.499 -0.147 -2.305
H 1.450 -1.651 -0.607
H -2.052 -0.546 0.027
H -0.294 0.968 1.878
O 2.180 1.204 -1.519
H 0.228 0.073 0.548
H -1.712 -0.895 1.747
H -0.173 -0.667 -1.815
H -0.626 1.533 0.349
N 1.536 -0.674 -0.339
C -1.814 -0.085 1.034
```

## Properties
* HOMO level: -0.5508 Ha
* energy above the lowest of the compared OMol25 structures with the same formula, charge and spin: 26.5 kcal per mole
* net charge: +1
* E_LUMO: -3.803 eV

***

Record 5
The following is a DFT calculation (ωB97M-V/def2-TZVPD) of a single C2H9N2O3P molecule in a non-equilibrium geometry.

Geometry as XYZ:
```
17
Properties=species:S:1:pos:R:3
H -1.982 -2.492 0.469
H 0.467 3.044 -1.157
C -1.602 -1.642 -0.183
N 1.554 -0.260 1.032
O -0.069 1.658 0.346
H -0.938 -1.892 -1.052
O 0.621 -0.114 -1.585
P 0.312 0.187 0.003
H -1.213 2.708 -0.992
C -0.301 2.810 -0.421
O -0.885 -0.660 0.536
H -2.586 -1.237 -0.638
H 1.176 -2.021 0.089
H 2.728 -1.663 0.333
H -0.392 3.514 0.404
N 1.815 -1.778 0.865
H 1.295 -0.163 1.951
```

## Properties
* HOMO level: -0.3668 Ha
* energy above the lowest of the compared OMol25 structures with the same formula, charge and spin: 38.0 kcal per mole
* structure (SMILES): COP(=O)(NN)OC
* net charge: 0
* E_LUMO: 0.804 eV

***

Record 6
The following is a DFT calculation (ωB97M-V/def2-TZVPD) of 2 unconnected molecules or ions with the total composition C2H9N2O3P in a non-equilibrium geometry.

Geometry as XYZ:
```
17
Properties=species:S:1:pos:R:3
H 1.627 -2.855 -0.037
N 0.433 -1.633 -0.996
C 0.339 1.474 -1.613
C -1.881 0.584 1.933
H -2.562 -0.162 1.865
H -0.552 2.167 -1.348
P 0.342 0.204 0.640
H -0.276 -2.421 -0.840
H -1.208 0.556 2.804
H 1.105 1.895 -2.323
H 2.364 -1.810 -1.182
O 1.038 0.117 1.956
H 0.125 0.592 -2.234
O -1.133 0.765 0.725
N 1.555 -2.308 -0.903
H -2.422 1.606 1.947
O 1.105 1.229 -0.395
```

## Properties
* HOMO level (spin up / spin down): -0.2866 / -0.2839 Ha
* energy above the lowest of the compared OMol25 structures with the same formula, charge and spin: 81.0 kcal per mole
* net charge: 0
* E_LUMO (spin up / spin down): 0.145 / 0.183 eV

***

Among the records above, which one has the highest net charge?
number 3